# 1
Computed, not measured: an isolated ion of composition C5H12N2 and charge -1 in a non-equilibrium geometry, with ωB97M-V with the def2-TZVPD basis set.

```
! wB97M-V def2-TZVPD RIJCOSX def2/J DEFGRID3
* xyz -1 2
C -1.03952 -1.32070 -1.86522
C -1.68628 -0.34844 -0.94567
C -1.09726 -0.38124 0.44403
C 0.34074 0.05736 0.44339
C 0.69274 1.37926 0.16249
N 1.71162 2.09210 0.87449
N 1.14960 -0.99925 0.94976
H 0.00744 -1.46150 -1.60921
H -1.67711 -1.14738 -2.91439
H -1.59895 -2.37698 -1.74336
H -2.71106 -0.86596 -0.90989
H -1.81405 0.71887 -1.17978
H -1.62210 -0.05536 1.33404
H -1.01945 -1.49585 0.63021
H 0.59789 1.74117 -0.91370
H 1.75048 1.57809 1.85624
H 2.56306 2.23772 0.44562
H 0.88587 -1.99253 0.93632
H 1.34691 -0.84766 1.86415
*
```

Computed properties:
Lowest unoccupied orbital energy (spin up / spin down) (eV): 4.2 / 4.1
Highest occupied orbital energy (spin up / spin down) (eV): 0.8 / -1.4
ΔE to the lowest compared entry with this formula, charge and spin (kcal/mol): 90.1
Calculated total energy (eV): -8354.40276
Frontier orbital gap (spin up / spin down) (eV): 3.4 / 5.5
Molar mass (g mol⁻¹): 100.16

# 2
Computed, not measured: a 2-piece molecular cluster, C4HN2P overall in a non-equilibrium geometry, with ωB97M-V with the def2-TZVPD basis set.

```
! wB97M-V def2-TZVPD RIJCOSX def2/J DEFGRID3
* xyz 0 1
C 1.64050 -1.02115 0.55452
C -1.04278 1.14895 0.48772
C 0.69288 -0.44916 -0.21352
C -0.60208 0.22146 -0.39049
N 2.48084 -1.60049 1.04456
N -1.42201 1.95567 1.25775
P 0.57029 0.37099 -1.71015
H -2.31765 -0.62628 -1.03039
*
```

Computed properties:
Lowest unoccupied orbital energy (spin up / spin down) (eV): -2.4 / -2.4
Highest occupied orbital energy (spin up / spin down) (eV): -9.4 / -9.4
ΔE to the lowest compared entry with this formula, charge and spin (kcal/mol): 88.1
Calculated total energy (eV): -16426.02102
Frontier orbital gap (spin up / spin down) (eV): 7.0 / 7.0
Molar mass (g mol⁻¹): 108.04

# 3
Computed, not measured: C36H50BrN3OP2W as an isolated structure in a non-equilibrium geometry, with ωB97M-V with the def2-TZVPD basis set.

```
! wB97M-V def2-TZVPD RIJCOSX def2/J DEFGRID3
* xyz 4 3
C 6.26056 -1.31745 -3.12289
C 5.77401 -0.02086 -2.85965
C 6.60495 1.07747 -3.17575
C 7.93496 0.81315 -3.55498
N 8.40248 -0.42616 -3.68815
C 7.57942 -1.46844 -3.51650
C 4.48558 0.08378 -2.23795
C 3.35759 -0.67561 -1.98821
C 2.79803 -0.70888 -0.62304
C 1.41332 -0.55358 -0.46848
C 0.84189 -0.18282 0.78898
C 1.65295 0.11864 1.88817
C 3.03436 0.17888 1.65671
C 3.61539 -0.31549 0.47279
W 3.01302 1.25360 -1.42796
P 1.00467 0.82213 -2.60517
H 6.24656 2.10363 -3.13444
H 5.62637 -2.16296 -2.97207
H 8.64426 1.63145 -3.73078
H 7.96898 -2.48870 -3.67903
H 4.66289 -0.58515 0.42269
H 0.81732 -1.06463 -1.24798
H 3.66857 0.50664 2.47992
H -0.23247 -0.16266 0.93128
C -0.51852 1.64194 -1.98676
C -1.14244 2.63573 -2.95839
H -0.28728 2.07553 -0.99829
H -1.19953 0.81445 -1.73283
H -2.05521 3.03616 -2.49629
H -0.44734 3.46109 -3.17387
H -1.42617 2.13565 -3.89619
C 2.06367 1.81313 -3.69814
C 2.38016 1.22039 -5.11062
H 3.07993 2.04443 -3.19545
H 1.53402 2.76347 -3.82084
H 3.22036 1.79483 -5.53964
H 2.64740 0.15386 -5.08632
H 1.54447 1.34516 -5.82408
C 0.38829 -0.61564 -3.55386
C -0.60488 -0.24693 -4.63653
H -0.11598 -1.29422 -2.85040
H 1.27688 -1.13177 -3.93983
H -0.73591 -1.09116 -5.31755
H -1.59050 -0.02221 -4.22050
H -0.29128 0.60438 -5.24093
Br 0.99834 0.65893 3.53194
P 2.93621 3.99879 -0.09476
C 1.63504 4.32245 -1.32271
C 0.97710 5.71724 -1.28277
H 0.86202 3.55532 -1.15784
H 2.04224 4.14819 -2.33199
H 0.29320 5.83657 -2.13611
H 0.40287 5.87121 -0.36018
H 1.73537 6.50393 -1.35876
C 2.04581 3.80712 1.50783
C 2.31888 4.84758 2.61072
H 2.26052 2.79023 1.86427
H 0.96988 3.80894 1.27067
H 1.67934 4.62112 3.47598
H 3.36070 4.81952 2.95045
H 2.08935 5.87098 2.28704
C 4.37905 2.94739 -0.34554
C 5.73265 3.73785 -0.23077
H 4.41342 2.48984 -1.43553
H 4.39295 2.13086 0.40173
H 6.57854 3.03667 -0.22324
H 5.84289 4.40641 -1.09259
H 5.76712 4.33486 0.69441
C -3.44823 -5.02161 1.74615
N -2.68405 -4.47352 0.65111
N -2.64232 -3.14371 0.42349
C -1.90683 -2.88221 -0.73319
O -1.68066 -1.72681 -1.14158
C -1.51919 -4.19725 -1.20265
C -2.01507 -5.12949 -0.32349
C -1.90876 -6.60488 -0.31855
C -3.33225 -2.22468 1.25410
C -2.90434 -2.05053 2.57180
C -3.67687 -1.25969 3.42478
C -4.85880 -0.67119 2.95369
C -5.25523 -0.83200 1.61961
C -4.46092 -1.58484 0.74741
H -4.52315 -4.80873 1.64488
H -3.10127 -4.62941 2.71048
H -3.30170 -6.10601 1.73739
H -0.93963 -4.37201 -2.09508
H -1.51424 -6.98776 0.62807
H -2.87259 -7.09327 -0.50674
H -1.22196 -6.90493 -1.11488
H -1.99587 -2.53979 2.90996
H -3.35251 -1.11407 4.45553
H -5.47731 -0.07268 3.63775
H -6.17392 -0.37245 1.25215
H -4.72543 -1.72177 -0.30019
*
```

Computed properties:
Lowest unoccupied orbital energy (spin up / spin down) (eV): -13.1 / -12.8
Highest occupied orbital energy (spin up / spin down) (eV): -18.3 / -18.4
ΔE to the lowest compared entry with this formula, charge and spin (kcal/mol): 0.0
Calculated total energy (eV): -135059.28626
Frontier orbital gap (spin up / spin down) (eV): 5.2 / 5.5
Molar mass (g mol⁻¹): 866.51

# 4
Computed, not measured: C38H58BiCl3N7O4P2Si2Te as an isolated structure, with ωB97M-V with the def2-TZVPD basis set.

```
! wB97M-V def2-TZVPD RIJCOSX def2/J DEFGRID3
* xyz 1 1
Bi -0.45575 0.63341 0.37742
C -3.90021 -0.60408 -1.67154
N -3.62400 -1.91308 -1.08789
C -4.81529 -2.71650 -0.85533
P -2.10820 -2.55034 -1.17299
O -1.10057 -1.47354 -1.15038
O -2.10438 -3.53420 0.09961
P -1.18246 -3.50656 1.42181
O -0.45979 -2.24062 1.67027
N -2.32813 -3.78089 2.57355
C -3.38727 -4.77022 2.44068
C -1.97140 -3.48904 3.95988
N -0.15701 -4.75942 1.16417
C -0.66420 -6.09042 0.86666
C 1.24820 -4.71839 1.53603
N -1.83234 -3.61266 -2.39689
C -2.65673 -4.80504 -2.54447
C -1.36079 -3.06652 -3.67025
H -4.48459 -0.00736 -0.96720
H -4.47081 -0.70012 -2.59936
H -2.97130 -0.08125 -1.88422
H -5.47651 -2.19668 -0.15804
H -4.55402 -3.67749 -0.41823
H -5.36795 -2.89300 -1.78281
H -3.65270 -4.91245 1.39640
H -4.27402 -4.41561 2.96978
H -3.10038 -5.73683 2.86665
H -1.19753 -2.72512 3.99077
H -1.62156 -4.38401 4.48428
H -2.84913 -3.10242 4.48090
H -1.67782 -6.04034 0.47444
H -0.66305 -6.73188 1.75308
H -0.03704 -6.55507 0.10369
H 1.55905 -3.69015 1.69536
H 1.85029 -5.14009 0.72893
H 1.43645 -5.29546 2.44670
H -2.91687 -5.21517 -1.57006
H -2.08812 -5.56194 -3.08571
H -3.57676 -4.60470 -3.10348
H -0.72802 -2.20116 -3.49076
H -2.19207 -2.78045 -4.32299
H -0.77067 -3.82941 -4.17899
N -4.17337 7.63200 7.46575
C -3.75506 6.85617 6.73043
C -3.23330 5.88209 5.80883
C -2.84250 4.63009 6.27515
C -2.35036 3.69218 5.38517
C -2.22775 4.00120 4.03267
C -2.61635 5.25809 3.57532
C -3.12478 6.19550 4.45673
C -1.69957 2.98322 3.08439
C -0.50963 3.30542 2.40840
C 0.26528 4.46673 2.62188
C 1.32418 4.43791 1.73541
C 1.18381 3.26055 1.00006
N 0.10756 2.56306 1.39707
C -2.44785 1.82051 2.94528
C -3.72502 1.54608 3.50517
C -4.10745 0.30731 3.04630
C -3.05642 -0.14314 2.22171
N -2.06406 0.73910 2.16182
H -2.92817 4.39852 7.32739
H -2.05154 2.71428 5.73900
H -2.52934 5.49608 2.52361
H -3.43724 7.16832 4.10403
H 0.05611 5.22531 3.35657
H 2.10623 5.16819 1.61906
H 1.79764 2.89048 0.19558
H -4.28729 2.20616 4.14401
H -5.02263 -0.21926 3.26025
H -3.00305 -1.07733 1.68164
Cl 0.17264 1.61790 -6.86543
C 0.46417 1.49124 -5.16138
C -0.36872 2.14500 -4.27222
C -0.11417 2.02662 -2.91824
Cl -1.17034 2.85759 -1.79426
C 0.94518 1.27760 -2.38750
O 1.19500 1.16506 -1.10089
C 1.75114 0.63614 -3.34277
Cl 3.07789 -0.32100 -2.76397
C 1.53016 0.73347 -4.70203
H -1.19871 2.74015 -4.62329
H 2.18360 0.22346 -5.39515
C 2.64179 -0.62714 6.10729
Si 1.74539 0.07261 4.62309
C 2.37577 1.79608 4.29143
C -0.09816 0.10242 4.94684
C 2.07249 -1.17460 3.23541
Te 2.00522 -0.74241 1.15236
C 3.54624 0.70545 1.08646
Si 5.31314 0.02473 1.21164
C 5.70192 -0.97077 -0.31811
C 5.55029 -1.07368 2.70939
C 6.41989 1.51919 1.35875
H 2.44275 -0.01591 6.99006
H 3.72241 -0.64273 5.95477
H 2.32090 -1.64565 6.33209
H 2.13818 2.41075 5.16335
H 1.90462 2.27050 3.42933
H 3.45908 1.82317 4.15930
H -0.41729 1.08853 5.28729
H -0.35772 -0.61972 5.72391
H -0.67639 -0.14498 4.05568
H 1.33708 -1.97327 3.34605
H 3.05801 -1.62177 3.36629
H 3.34730 1.45767 1.84751
H 3.42252 1.16754 0.10408
H 4.90831 -1.68496 -0.54825
H 6.62294 -1.53782 -0.17284
H 5.83734 -0.32971 -1.18969
H 4.99782 -2.01197 2.63399
H 5.28243 -0.58510 3.64785
H 6.60933 -1.33446 2.76746
H 6.28983 2.20240 0.51841
H 7.46707 1.21089 1.37598
H 6.22272 2.07396 2.27770
*
```

Computed properties:
Lowest unoccupied orbital energy (eV): -3.4
Highest occupied orbital energy (eV): -10.2
ΔE to the lowest compared entry with this formula, charge and spin (kcal/mol): 10.9
Calculated total energy (eV): -144003.64991
Frontier orbital gap (eV): 6.8
Molar mass (g mol⁻¹): 1237.99